1.
{
  "formula": "C46H53IrN8O2S",
  "method": "the ωB97M-V functional and the def2-TZVPD basis",
  "symbols": ["Ir", "C", "C", "C", "C", "C", "C", "C", "C", "C", "C", "C", "C", "C", "C", "C", "C", "N", "C", "C", "C", "N", "C", "C", "C", "N", "C", "C", "C", "C", "C", "C", "C", "C", "C", "C", "C", "C", "N", "C", "C", "H", "H", "H", "H", "H", "H", "H", "H", "H", "H", "H", "H", "H", "H", "H", "H", "H", "H", "H", "H", "H", "H", "H", "H", "H", "H", "H", "H", "H", "H", "H", "H", "H", "H", "H", "H", "H", "H", "H", "H", "H", "H", "H", "H", "N", "C", "C", "C", "C", "C", "C", "S", "O", "O", "N", "C", "N", "C", "C", "C", "N", "H", "H", "H", "H", "H", "H", "H", "H", "H"],
  "positions_angstrom": [[-0.1323, 0.5357, -0.1642], [-1.1106, -2.8005, 4.9649], [-1.7805, -1.4270, 4.8631], [-1.0888, -0.5384, 3.8782], [-0.1884, 0.4497, 4.1269], [0.2732, 0.9676, 5.4522], [-0.6200, 2.0941, 5.9826], [0.1481, 1.0247, 2.8431], [0.7192, 2.2547, 2.6316], [0.7996, 2.9311, 1.4158], [1.4827, 4.1739, 1.2484], [2.0448, 5.0031, 2.3622], [3.3941, 4.4875, 2.8747], [1.5829, 4.3954, -0.0991], [0.9735, 3.2811, -0.7532], [1.1376, 3.0090, -2.1108], [0.6646, 1.9138, -2.7831], [-0.0986, 0.9577, -2.1617], [-0.8016, 0.3460, -3.1368], [-1.9703, -0.3658, -2.8953], [-2.5666, -0.5357, -1.6705], [-2.0254, -0.1934, -0.4473], [-2.7395, -0.9075, 0.4847], [-2.3715, -1.1378, 1.7923], [-1.2947, -0.5546, 2.4453], [-0.4503, 0.3112, 1.8419], [-3.8768, -1.5407, -0.1444], [-3.7727, -1.3081, -1.4723], [-4.6544, -1.7949, -2.5757], [-5.4825, -0.6733, -3.2089], [-4.8548, -2.4204, 0.5669], [-4.3350, -3.8569, 0.6880], [-0.3367, 0.7733, -4.4382], [0.5787, 1.7530, -4.2177], [1.3519, 2.5388, -5.2271], [2.7273, 1.9177, -5.4923], [-0.8797, 0.2912, -5.7462], [-2.1413, 1.0483, -6.1734], [0.3985, 2.4450, 0.1833], [2.2706, 5.5268, -0.8004], [3.7481, 5.2409, -1.0838], [-1.6289, -3.4356, 5.6830], [-0.0707, -2.7002, 5.2787], [-1.1168, -3.3038, 3.9957], [-1.7901, -0.9437, 5.8412], [-2.8278, -1.5528, 4.5796], [1.3065, 1.3139, 5.3738], [0.2834, 0.1455, 6.1698], [-0.6383, 2.9414, 5.2955], [-0.2656, 2.4478, 6.9504], [-1.6469, 1.7466, 6.1010], [1.1094, 2.7757, 3.4961], [1.3295, 5.0496, 3.1869], [2.1655, 6.0291, 2.0108], [3.3140, 3.4711, 3.2641], [3.7735, 5.1249, 3.6730], [4.1339, 4.4748, 2.0733], [1.6597, 3.7607, -2.6877], [-2.4845, -0.7755, -3.7536], [-3.0217, -1.7743, 2.3764], [-5.3173, -2.5680, -2.1856], [-4.0418, -2.2843, -3.3377], [-6.1372, -0.2118, -2.4691], [-6.1010, -1.0602, -4.0182], [-4.8411, 0.1106, -3.6151], [-5.7998, -2.4184, 0.0216], [-5.0768, -2.0105, 1.5546], [-4.1426, -4.2769, -0.2996], [-5.0585, -4.4884, 1.2029], [-3.3905, -3.8919, 1.2341], [1.4748, 3.5691, -4.8856], [0.7844, 2.5934, -6.1574], [3.3196, 1.8810, -4.5762], [3.2792, 2.4955, -6.2331], [2.6226, 0.8967, -5.8607], [-1.0851, -0.7800, -5.6839], [-0.1107, 0.4063, -6.5119], [-2.9363, 0.9434, -5.4331], [-2.5143, 0.6745, -7.1265], [-1.9331, 2.1135, -6.2816], [2.1818, 6.4287, -0.1923], [1.7526, 5.7478, -1.7355], [4.3006, 5.0932, -0.1553], [4.2091, 6.0690, -1.6217], [3.8642, 4.3383, -1.6877], [2.4559, -6.7870, 2.7999], [1.9013, -5.9098, 1.8960], [0.8046, -5.1156, 2.2609], [0.2737, -4.2114, 1.3675], [0.8358, -4.0811, 0.1015], [1.9262, -4.8527, -0.2736], [2.4520, -5.7653, 0.6174], [0.1336, -2.9430, -1.0182], [0.7396, -3.1019, -2.3061], [-1.2930, -2.9953, -0.8860], [0.5683, -1.4631, -0.3934], [1.8669, -1.0921, -0.3156], [2.9583, -1.8336, -0.4466], [4.1049, -1.1932, -0.2703], [4.2105, 0.1679, 0.0263], [3.0350, 0.8809, 0.1180], [1.8849, 0.2384, -0.0593], [1.8874, -7.0676, 3.5801], [3.0469, -7.5139, 2.4351], [0.3750, -5.2248, 3.2496], [-0.5839, -3.6053, 1.6365], [2.3496, -4.7279, -1.2603], [3.2991, -6.3760, 0.3302], [5.0002, -1.7963, -0.3742], [5.1678, 0.6442, 0.1675], [2.9905, 1.9434, 0.3204]],
  "forces_ev_per_angstrom": [[-0.6, -0.5, -0.1], [0.0, 0.0, 0.0], [0.0, 0.0, 0.0], [0.0, 0.0, 0.0], [0.0, 0.0, 0.0], [0.0, 0.0, 0.0], [0.0, 0.0, 0.0], [0.1, 0.1, 0.0], [0.0, 0.0, 0.0], [0.0, 0.0, 0.0], [0.0, 0.0, 0.1], [0.0, 0.0, 0.0], [0.0, 0.0, 0.0], [0.0, 0.0, -0.1], [0.0, 0.0, 0.1], [0.0, 0.0, 0.0], [0.0, 0.0, 0.1], [0.0, 0.0, -0.1], [0.1, 0.0, 0.0], [0.0, 0.0, 0.0], [-0.1, -0.1, 0.0], [0.4, 0.3, 0.0], [-0.1, -0.1, 0.1], [0.0, 0.0, -0.1], [0.1, 0.0, 0.0], [0.0, 0.0, 0.1], [0.0, 0.0, 0.1], [0.0, 0.0, -0.1], [0.0, 0.0, 0.0], [0.0, 0.0, 0.0], [0.0, 0.0, 0.0], [0.0, 0.0, 0.0], [0.0, 0.0, 0.0], [0.0, 0.0, 0.0], [0.0, 0.0, 0.0], [0.0, 0.0, 0.0], [0.0, 0.0, 0.0], [0.0, 0.0, 0.0], [0.0, 0.2, 0.1], [0.0, 0.0, 0.0], [0.0, 0.0, 0.0], [0.0, 0.0, 0.0], [0.0, 0.0, 0.0], [0.0, 0.0, 0.0], [0.0, 0.0, 0.0], [0.0, 0.0, 0.0], [0.0, 0.0, 0.0], [0.0, 0.0, 0.0], [0.0, 0.0, 0.0], [0.0, 0.0, 0.0], [0.0, 0.0, 0.0], [0.0, 0.0, 0.0], [0.0, 0.0, 0.0], [0.0, 0.0, 0.0], [0.0, 0.0, 0.0], [0.0, 0.0, 0.0], [0.0, 0.0, 0.0], [0.0, 0.0, 0.0], [0.0, 0.0, 0.0], [0.0, 0.0, 0.0], [0.0, 0.0, 0.0], [0.0, 0.0, 0.0], [0.0, 0.0, 0.0], [0.0, 0.0, 0.0], [0.0, 0.0, 0.0], [0.0, 0.0, 0.0], [0.0, 0.0, 0.0], [0.0, 0.0, 0.0], [0.0, 0.0, 0.0], [0.0, 0.0, 0.0], [0.0, 0.0, 0.0], [0.0, 0.0, 0.0], [0.0, 0.0, 0.0], [0.0, 0.0, 0.0], [0.0, 0.0, 0.0], [0.0, 0.0, 0.0], [0.0, 0.0, 0.0], [0.0, 0.0, 0.0], [0.0, 0.0, 0.0], [0.0, 0.0, 0.0], [0.0, 0.0, 0.0], [0.0, 0.0, 0.0], [0.0, 0.0, 0.0], [0.0, 0.0, 0.0], [0.0, 0.0, 0.0], [0.0, 0.0, 0.0], [0.0, 0.0, 0.0], [0.0, 0.0, 0.0], [0.0, 0.0, 0.0], [0.0, 0.0, 0.0], [0.0, 0.0, 0.0], [0.0, 0.0, 0.0], [0.0, 0.0, 0.0], [0.0, 0.0, 0.0], [0.0, 0.0, 0.0], [0.1, 0.0, -0.1], [0.1, -0.1, 0.0], [-0.1, 0.0, 0.0], [0.1, 0.1, 0.0], [0.0, -0.1, 0.0], [0.0, -0.1, 0.0], [0.1, 0.1, 0.1], [0.0, 0.0, 0.0], [0.0, 0.0, 0.0], [0.0, 0.0, 0.0], [0.0, 0.0, 0.0], [0.0, 0.0, 0.0], [0.0, 0.0, 0.0], [0.0, 0.0, 0.0], [0.0, 0.0, 0.0], [0.0, 0.0, 0.0]],
  "spin_multiplicity": 2,
  "total_charge": 1,
  "s_squared": 0.79,
  "fmax_ev_per_a": 0.79,
  "homo_ha": [-0.34626, -0.35439]
}

2.
{
  "formula": "C46H54BIO5PS",
  "method": "the ωB97M-V functional and the def2-TZVPD basis",
  "symbols": ["C", "C", "C", "C", "O", "B", "C", "O", "C", "O", "C", "C", "C", "C", "I", "P", "O", "O", "S", "H", "H", "H", "H", "H", "H", "H", "H", "H", "H", "H", "H", "H", "H", "H", "H", "H", "H", "C", "C", "C", "C", "C", "C", "H", "H", "H", "H", "H", "H", "C", "C", "C", "C", "C", "C", "H", "H", "H", "H", "H", "H", "C", "C", "C", "C", "C", "C", "H", "H", "H", "H", "H", "H", "C", "C", "C", "C", "C", "C", "H", "H", "H", "H", "H", "H", "C", "C", "C", "C", "C", "C", "H", "H", "H", "H", "H", "H", "C", "C", "C", "C", "C", "C", "H", "H", "H", "H", "H", "H"],
  "positions_angstrom": [[2.2678, 0.3898, 4.3561], [1.4029, -0.0819, 3.6732], [0.3193, -0.6174, 2.8502], [0.6748, -1.6658, 1.7907], [1.5514, -2.6241, 2.2301], [1.6062, -3.5664, 1.0737], [2.9590, -4.4494, 0.9961], [3.2707, -4.9353, 2.3169], [4.5277, -4.5181, 2.7747], [1.3153, -2.6778, -0.1270], [1.1236, -1.3448, 0.3332], [0.0366, -0.7973, -0.6060], [-0.8107, 0.3900, -0.1508], [-0.0905, 1.6690, 0.2221], [-2.1769, 0.8099, -1.7807], [2.8314, -0.5978, -0.0036], [3.4826, -1.5669, -1.1111], [2.5789, 0.7845, -0.8363], [4.0600, -0.3391, 1.4342], [3.0219, 0.5725, 5.0807], [-0.2360, 0.2167, 2.4256], [-0.3633, -1.1149, 3.5444], [-0.2973, -2.1648, 1.5810], [0.6245, -4.3504, 1.1658], [2.7912, -5.3182, 0.3519], [3.7944, -3.8571, 0.6039], [5.3202, -4.8088, 2.0706], [4.5712, -3.4300, 2.8949], [4.7119, -5.0115, 3.7292], [-0.6430, -1.6431, -0.7143], [0.4412, -0.6314, -1.6088], [-1.4452, 0.0485, 0.6632], [0.7050, 1.4449, 0.9363], [-0.7638, 2.3839, 0.6923], [0.3938, 2.1294, -0.6350], [2.9539, -1.6400, -1.9157], [2.0328, 0.6106, -1.6137], [0.5343, -4.0825, -4.4331], [0.0960, -3.3248, -3.3547], [-0.9550, -2.4326, -3.5244], [-1.5711, -2.3008, -4.7604], [-1.1328, -3.0606, -5.8369], [-0.0781, -3.9493, -5.6729], [1.3537, -4.7785, -4.3054], [0.5683, -3.4254, -2.3820], [-1.2838, -1.8349, -2.6856], [-2.3937, -1.6058, -4.8831], [-1.6130, -2.9609, -6.8026], [0.2660, -4.5403, -6.5127], [1.4895, 3.3809, 7.1558], [1.9118, 3.7350, 8.4297], [3.1792, 4.2693, 8.6178], [4.0220, 4.4530, 7.5305], [3.5984, 4.1005, 6.2562], [2.3325, 3.5631, 6.0684], [0.5041, 2.9582, 7.0084], [1.2536, 3.5920, 9.2773], [3.5110, 4.5399, 9.6123], [5.0108, 4.8692, 7.6764], [4.2557, 4.2412, 5.4079], [2.0059, 3.2779, 5.0769], [-1.3003, 4.2501, -6.9669], [-0.6292, 3.2425, -7.6464], [-0.6015, 1.9548, -7.1281], [-1.2514, 1.6728, -5.9343], [-1.9258, 2.6802, -5.2582], [-1.9479, 3.9693, -5.7717], [-1.3205, 5.2553, -7.3692], [-0.1253, 3.4615, -8.5794], [-0.0722, 1.1697, -7.6529], [-1.2291, 0.6686, -5.5287], [-2.4322, 2.4571, -4.3287], [-2.4700, 4.7561, -5.2412], [-5.9070, -3.6073, 0.4705], [-5.3720, -2.6129, -0.3369], [-4.0052, -2.3707, -0.3256], [-3.1724, -3.1292, 0.4878], [-3.7064, -4.1250, 1.2933], [-5.0743, -4.3616, 1.2867], [-6.9736, -3.7953, 0.4639], [-6.0203, -2.0250, -0.9749], [-3.5822, -1.5915, -0.9492], [-2.1031, -2.9527, 0.4933], [-3.0535, -4.7160, 1.9226], [-5.4919, -5.1366, 1.9171], [-4.0798, 9.3978, -6.6969], [-4.0250, 8.8206, -5.4359], [-2.9402, 8.0313, -5.0803], [-1.9076, 7.8239, -5.9841], [-1.9615, 8.4025, -7.2446], [-3.0488, 9.1876, -7.6020], [-4.9272, 10.0113, -6.9749], [-4.8286, 8.9853, -4.7298], [-2.8991, 7.5769, -4.0987], [-1.0607, 7.2096, -5.7053], [-1.1554, 8.2407, -7.9490], [-3.0928, 9.6356, -8.5865], [1.6961, -3.1842, 6.4008], [1.5112, -3.8221, 5.1809], [1.5076, -5.2097, 5.1240], [1.6799, -5.9539, 6.2838], [1.8606, -5.3141, 7.5042], [1.8717, -3.9273, 7.5622], [1.7051, -2.1013, 6.4425], [1.3755, -3.2475, 4.2714], [1.3847, -5.7001, 4.1674], [1.6784, -7.0365, 6.2366], [1.9960, -5.8962, 8.4082], [2.0189, -3.4258, 8.5116]],
  "forces_ev_per_angstrom": [[-0.2, -0.5, 0.4], [0.1, 0.1, -0.3], [0.3, 0.0, 0.4], [-0.5, 0.3, -0.2], [0.3, 0.2, -0.3], [-0.8, -1.0, 0.3], [-0.2, 0.7, 0.2], [0.1, -0.2, -0.1], [-0.1, 0.0, -0.2], [0.2, 0.3, 0.1], [0.4, -0.8, -0.6], [-0.3, 0.2, 0.3], [0.4, -0.1, 0.0], [0.2, -0.1, 0.2], [-0.2, 0.3, 0.1], [0.3, 0.1, 0.6], [0.0, 0.4, -0.2], [-0.1, -0.2, 0.0], [-0.1, 0.1, -0.1], [0.1, 0.3, -0.1], [-0.1, 0.0, -0.1], [-0.1, 0.0, 0.0], [-0.1, 0.2, -0.1], [0.1, 0.1, 0.0], [0.2, 0.0, -0.1], [0.1, -0.1, 0.0], [0.1, 0.0, 0.0], [0.0, 0.0, 0.1], [0.0, 0.1, 0.1], [0.0, -0.1, -0.1], [0.0, 0.0, 0.0], [-0.2, 0.1, 0.0], [0.0, 0.0, 0.0], [-0.1, 0.0, -0.1], [-0.1, 0.1, 0.0], [-0.1, -0.3, 0.1], [0.0, 0.2, 0.0], [0.0, 0.0, 0.0], [0.1, 0.0, 0.1], [0.1, -0.1, 0.0], [0.0, 0.0, 0.0], [0.0, 0.0, 0.0], [0.0, 0.0, 0.0], [0.0, 0.0, 0.0], [0.0, 0.0, 0.0], [-0.1, -0.1, -0.1], [0.0, 0.0, 0.0], [0.0, 0.0, 0.0], [0.0, 0.0, 0.0], [0.0, 0.0, 0.0], [0.0, 0.0, 0.0], [0.0, 0.0, 0.0], [0.0, 0.0, 0.0], [0.0, 0.0, 0.0], [0.0, 0.0, 0.0], [0.0, 0.0, 0.0], [0.0, 0.0, 0.0], [0.0, 0.0, 0.0], [0.0, 0.0, 0.0], [0.0, 0.0, 0.0], [0.0, 0.0, 0.0], [0.0, 0.0, 0.0], [0.0, 0.0, 0.0], [0.0, 0.0, 0.0], [0.0, 0.0, 0.0], [0.0, 0.0, 0.0], [0.0, 0.0, 0.0], [0.0, 0.0, 0.0], [0.0, 0.0, 0.0], [0.0, 0.0, 0.0], [0.0, 0.0, 0.0], [0.0, 0.0, 0.0], [0.0, 0.0, 0.0], [0.0, 0.0, 0.0], [0.0, 0.0, 0.0], [0.1, 0.0, 0.0], [0.0, 0.0, 0.0], [0.0, 0.0, 0.0], [0.0, 0.0, 0.0], [0.0, 0.0, 0.0], [0.0, 0.0, 0.0], [-0.1, -0.1, 0.0], [0.0, -0.1, 0.0], [0.0, 0.0, 0.0], [0.0, 0.0, 0.0], [0.0, 0.0, 0.0], [0.0, 0.0, 0.0], [0.0, 0.0, 0.0], [0.0, 0.0, 0.0], [0.0, 0.0, 0.0], [0.0, 0.0, 0.0], [0.0, 0.0, 0.0], [0.0, 0.0, 0.0], [0.0, 0.0, 0.0], [0.0, 0.0, 0.0], [0.0, 0.0, 0.0], [0.0, 0.0, 0.0], [0.0, 0.0, 0.0], [-0.1, 0.1, 0.0], [0.0, -0.1, 0.0], [0.0, 0.0, 0.0], [0.0, 0.0, 0.0], [0.0, 0.0, 0.0], [0.0, 0.0, 0.0], [0.1, -0.1, 0.0], [0.0, 0.0, 0.0], [0.0, 0.0, 0.0], [0.0, 0.0, 0.0], [0.0, 0.0, 0.0]],
  "spin_multiplicity": 1,
  "total_charge": -1,
  "fmax_ev_per_a": 1.29,
  "homo_ha": -0.18013
}